Record 1
The following is a quantum chemistry calculation of C65H145O3P4 as an isolated structure at a distorted geometry, from the Open Molecules 2025 dataset.

```
! wB97M-V def2-TZVPD RIJCOSX def2/J DEFGRID3
* xyz 3 1
P -0.1184 -10.3668 0.2591
P 6.9097 -0.3219 -2.3455
P -8.4822 6.8265 -7.2642
P 0.9170 3.0630 8.3498
O 2.1705 2.0322 2.7950
O 3.0384 2.0033 0.8103
O 1.0095 2.2964 0.8512
C 9.1579 -2.1091 -2.7972
C -0.5780 5.3047 7.3757
C -0.3246 -7.6529 0.8513
C 6.6562 -2.8782 1.0983
C 7.6028 1.3098 -1.6567
C -0.3567 -8.6722 -0.2811
C -1.1819 4.8095 6.0247
C 5.6918 0.2873 -4.8868
C -2.5452 5.5278 5.8802
C 0.0291 -13.6526 -2.3940
C -11.7243 6.0559 -9.7008
C 7.4670 -3.0028 2.4339
C 0.5498 3.5219 10.0851
C 5.5072 1.3444 8.7376
C -0.1676 -5.1185 1.2223
C -9.3969 8.8740 -5.4959
C -1.6847 -10.7119 1.2294
C 10.5223 2.4212 -0.9616
C 5.2023 -10.6940 -0.0195
C -4.7891 5.7728 -3.3510
C 1.4830 4.8598 12.0274
C 5.4811 0.2708 -3.3201
C -6.6962 10.5080 -8.7241
C 2.9620 1.3178 9.2526
C 4.2113 0.5437 8.8397
C -10.5682 6.7337 -8.9908
C 2.7003 2.4851 8.3315
C -1.4281 -14.0486 -2.5877
C -2.7735 1.0126 7.6785
C 0.8157 4.7036 7.5218
C 10.1459 -1.3280 -1.8911
C -10.4024 8.3814 -3.1624
C 3.9906 -10.8001 0.9560
C -4.2658 1.3208 7.9353
C -1.7150 2.1037 8.1488
C 6.3314 -1.5096 -1.0699
C -3.1159 -12.8140 0.6617
C -9.6801 5.8256 -8.1449
C -7.9995 8.2977 -8.2259
C 1.3227 4.7985 10.5526
C -0.0300 -11.4563 -1.2297
C 4.5521 2.5708 -5.3879
C 9.3700 3.1613 -1.6697
C -6.4228 6.3818 -5.2849
C -1.9967 -12.2809 1.5379
C 0.4087 -12.9165 -1.1251
C 2.0934 2.0791 1.5478
C 11.2707 -2.1321 -1.1283
C 2.4630 5.9980 12.3708
C 7.0131 -1.5594 0.3400
C -6.8575 9.2504 -7.8171
C 2.7080 -10.0387 0.4979
C -10.4683 9.2720 -4.4263
C -0.2500 1.7346 7.9069
C -6.3973 10.1179 -10.1377
C 8.1647 -1.1441 -3.4946
C -0.6773 -6.2374 0.2832
C -7.1520 5.7976 -6.4414
C -11.2609 4.7878 -10.4194
C 1.3889 -10.4566 1.2373
C 8.5892 2.0741 -2.4669
C -9.5300 7.4013 -5.8862
C -4.4928 -13.0045 1.3177
C -5.3146 5.4855 -4.7324
C 4.7937 1.1127 -5.7463
H 9.7581 -2.5806 -3.5752
H -5.8479 11.0785 -8.3460
H 10.6800 -0.5905 -2.4904
H 0.6073 -10.9451 -1.9512
H -2.5729 0.1170 8.2666
H 5.8707 -11.5219 0.2171
H 4.7853 -0.5138 -3.0225
H -7.0737 9.5989 -6.8072
H 3.3121 3.3258 8.6589
H -8.4182 9.1465 -5.1011
H -9.4547 8.1214 -2.6908
H -4.1739 4.9637 -2.9573
H 0.3779 -13.0770 -3.2513
H -10.5080 4.9584 -11.1889
H -1.6760 -14.9409 -2.0128
H 7.6113 -1.8144 -4.1522
H 8.1384 0.9281 -0.7875
H -7.6641 7.8823 -9.1761
H 6.7388 0.4503 -5.1422
H -2.5474 -10.1680 0.8449
H 1.8136 3.9104 12.4486
H 0.5420 5.0187 12.5541
H -4.7638 0.5482 7.3495
H -5.9862 8.6044 -7.7086
H -10.7202 4.2359 -9.6506
H -2.2112 -12.5330 2.5765
H -4.7788 -12.0525 1.7649
H -0.9338 -7.8230 1.7390
H 3.0925 1.5625 10.3067
H -7.2695 9.6846 -10.6274
H 3.8710 3.1632 -5.9989
H -12.0562 4.1113 -10.7322
H 0.4866 -8.5190 -0.9544
H -2.9350 5.3273 4.8822
H 11.1752 3.1035 -0.4173
H -1.0510 -11.4724 -1.6109
H -1.5073 -14.4439 -3.6004
H 0.2009 0.8207 8.2937
H 1.7137 2.1861 0.2082
H -4.4293 5.4506 -5.3672
H 6.3853 0.7261 8.9241
H 4.2789 -0.3278 9.4909
H 2.0997 7.0029 12.1560
H -12.3291 6.7888 -10.2346
H 1.2873 4.5138 6.5576
H -10.7678 7.4119 -3.5009
H -5.9902 10.9759 -10.6725
H 1.3746 -11.4750 1.6256
H 2.6160 5.9180 13.4471
H -9.0362 5.1538 -8.7125
H 5.5869 -2.9481 1.2981
H 5.2286 1.2345 -2.8778
H 9.7950 3.9919 -2.2333
H 8.1954 2.5851 -3.3454
H -5.9257 7.3009 -5.5949
H 2.5423 -10.0596 -0.5793
H 9.3341 1.4029 -2.8944
H 0.8315 5.7001 10.1866
H 6.9144 -3.7005 0.4310
H 0.7213 2.6115 10.6594
H 3.7845 -11.8429 1.1971
H -1.7740 2.0731 9.2368
H -0.1494 1.6958 6.8223
H -6.5785 5.5764 -7.3415
H -1.7184 -6.2320 -0.0395
H 9.6779 -0.6671 -1.1615
H -10.2350 10.3115 -4.1960
H -2.1201 -13.2118 -2.4926
H -1.0663 -12.8313 1.3986
H -9.3154 6.6867 -5.0916
H -1.6097 -10.3117 2.2406
H 4.2335 -10.3853 1.9342
H -10.5750 7.1760 -6.0991
H 3.8391 0.6107 -5.9037
H -5.5915 9.3907 -10.0380
H -10.0815 7.3292 -9.7632
H -11.1044 8.7190 -2.4000
H -1.1990 -8.5658 -0.9647
H -8.9008 8.8584 -8.4734
H -0.0643 -13.4874 -0.3261
H 10.7589 -2.9101 -0.5619
H 0.6283 -14.5630 -2.4053
H -1.3582 3.7368 6.1051
H -5.5949 5.8841 -2.6255
H 8.7175 -2.8826 -2.1680
H -2.6136 0.7285 6.6384
H 6.9182 -3.1130 3.3692
H -3.9590 6.4784 -3.3167
H 1.3266 -9.8176 2.1181
H 8.6985 3.5630 -0.9110
H 11.7222 -1.4768 -0.3835
H 5.5000 3.1051 -5.3236
H 3.4296 5.9176 11.8734
H 3.8390 0.0759 7.9283
H -4.5069 -13.8196 2.0413
H -0.5127 3.7618 10.1280
H -0.4044 -4.1004 0.9132
H -10.2389 5.1885 -7.4593
H 5.2535 1.1517 -6.7338
H -0.5188 4.9231 5.1671
H 8.2855 -2.2970 2.5753
H 5.5966 1.8654 7.7843
H 2.1676 0.5720 9.2241
H -1.9682 3.1145 7.8289
H 6.8701 1.9215 -1.1304
H 1.4096 5.4646 8.0280
H -11.4633 9.3604 -4.8623
H -11.0300 7.5217 -8.3959
H -7.6421 11.0495 -8.7430
H -7.0500 6.6589 -4.4375
H 8.1010 -1.4914 0.3457
H 10.1088 1.6105 -0.3617
H -0.3384 6.3472 7.1658
H 5.6231 1.9335 9.6474
H -4.4847 1.3085 9.0030
H 6.6941 -0.6805 0.9001
H -1.2820 5.0993 8.1821
H -5.6473 4.4518 -4.6380
H 0.7070 -7.5958 1.1987
H -2.6932 -13.6674 0.1315
H 0.9152 -5.2430 1.2296
H 12.0598 -2.5720 -1.7382
H -2.4781 6.6098 5.9935
H 6.2886 -2.4948 -1.5342
H -7.5947 4.8194 -6.2535
H 5.4803 -0.7031 -5.2901
H 2.2634 4.8717 10.0069
H 5.6920 -9.7362 0.1563
H -0.1742 -6.1747 -0.6817
H -12.4969 5.7141 -9.0120
H 5.2807 -1.2741 -0.9004
H 7.7835 -4.0431 2.3576
H 11.1350 1.8593 -1.6666
H -3.3291 5.2433 6.5822
H -4.5157 2.3126 7.5584
H -3.3349 -12.0917 -0.1247
H 3.9886 2.5433 -4.4552
H 1.4468 -13.0689 -0.8295
H -9.5160 9.5541 -6.3394
H -5.2788 -13.0599 0.5646
H 2.8068 -8.9549 0.5586
H 2.8630 2.1647 7.3025
H -0.6080 -5.2099 2.2152
H 8.6318 -0.4705 -4.2132
H 5.0052 -10.9067 -1.0702
*
```

The gap between HOMO and LUMO comes out at 6.15 eV. The energy above the lowest of the compared OMol25 structures with the same formula, charge and spin is 158.76 kcal/mol. As for the largest force on an atom: 7.815 eV/A. As for the HOMO energy: -10.009 eV.

These are the Mulliken partial charges, in e, on atoms 1 to 4: number 1, P, carries 0.424; number 2, P, carries 1.108; number 3, P, carries 1.064; number 4, P, carries 0.665

Record 2
The following is a quantum chemistry calculation of C2H8N3Si as an isolated structure at a distorted geometry, from the Open Molecules 2025 dataset.

```
! wB97M-V def2-TZVPD RIJCOSX def2/J DEFGRID3
* xyz 1 3
Si 0.4786 -0.4309 0.4011
N 0.5080 2.2000 -0.8830
N 0.3950 3.2113 -0.4606
N 0.5516 0.9924 -0.9806
C -0.3821 -1.5797 -0.9529
C -0.6308 0.2387 1.8635
H -1.1328 -0.5820 2.4246
H 0.0836 -1.6566 -1.9476
H -1.4045 0.8985 1.6289
H 0.0121 0.7074 2.6120
H 1.3681 0.5795 -2.0070
H -1.3867 -1.3102 -1.2211
H 1.9160 -0.6551 0.2932
H -0.3761 -2.6134 -0.7704
*
```

The gap between HOMO and LUMO (spin up / spin down) comes out at 6.88 / 7.38 eV. The energy above the lowest of the compared OMol25 structures with the same formula, charge and spin is 79.60 kcal/mol. As for the largest force on an atom: 10.399 eV/A. As for the HOMO energy (spin up / spin down): -11.827 / -16.311 eV.

These are the natural (NBO) partial charges, in e, on atoms 1 to 4: number 1, Si, carries 1.400; number 2, N, carries 0.011; number 3, N, carries 0.152; number 4, N, carries -0.244

Record 3
The following is a quantum chemistry calculation of a 6-piece molecular cluster, C22H34N2O4 overall at a distorted geometry, from the Open Molecules 2025 dataset.

```
! wB97M-V def2-TZVPD RIJCOSX def2/J DEFGRID3
* xyz 0 1
O -1.9516 4.3659 -6.4412
O -6.3852 4.7514 6.3618
O -5.7457 -3.3464 4.1797
O 2.9054 -0.3583 -6.9836
N 1.3917 1.2988 0.0796
N 11.3263 -4.1952 -1.7232
C -4.5671 3.3657 5.9864
C 9.0699 -3.6671 -0.1962
C 11.1115 -4.8795 -0.5670
C 2.1393 -1.4223 -4.9613
C -6.2600 2.9152 7.8761
C -6.2030 -4.5014 4.2361
C 4.4189 -0.1416 -5.2318
C 1.8877 0.5485 1.1307
C -0.8606 1.1126 0.9586
C -6.4832 -5.4301 3.0164
C -3.6068 5.8600 -7.3984
C -2.3880 6.3379 -5.2413
C 9.3355 -2.8654 -1.3479
C 10.4589 -3.1820 -2.1167
C -2.5776 5.4222 -6.3445
C -5.8096 3.7642 6.7186
C 1.0978 0.0138 2.1244
C 3.1296 -0.6247 -5.8000
C -6.3698 -5.1668 5.5475
C 0.0336 1.4673 -0.0060
C 9.9837 -4.5923 0.2375
C -0.2918 0.3378 2.0093
H -7.1645 2.4307 7.5083
H 8.6421 -2.0458 -1.4658
H 10.6178 -2.6529 -3.0447
H -0.2407 2.2223 -0.7279
H -3.8633 4.9495 -7.9399
H -7.5496 -5.5012 2.8021
H 5.2074 -0.8650 -5.0244
H 4.1918 0.4507 -4.3454
H -2.3891 7.3655 -5.6046
H 1.1516 -1.1998 -5.3650
H -1.3782 6.2252 -4.8466
H 11.9627 -5.4586 -0.2408
H -1.9001 1.4022 0.9142
H 1.4662 -0.6065 2.9281
H -4.4199 3.8686 5.0306
H -3.6976 3.7441 6.5239
H -6.3929 3.4862 8.7951
H -6.0191 -4.4196 6.2593
H -0.9847 0.0007 2.7661
H -5.6130 2.0561 8.0530
H 9.8375 -5.0009 1.2265
H -4.5371 6.1893 -6.9356
H -6.1496 -6.4431 3.2415
H 2.9537 0.3765 1.1090
H -7.4271 -5.3736 5.7131
H -4.5878 2.3047 5.7374
H -5.7026 -6.0018 5.7612
H -3.2253 6.5543 -8.1471
H 8.1251 -3.4273 0.2690
H 4.9088 0.6764 -5.7598
H -3.1606 6.0763 -4.5182
H 2.1544 -1.0852 -3.9249
H -6.0053 -5.0055 2.1336
H 2.3995 -2.4806 -4.9847
*
```

The gap between HOMO and LUMO comes out at 9.89 eV. The energy above the lowest of the compared OMol25 structures with the same formula, charge and spin is 141.56 kcal/mol. As for the largest force on an atom: 3.127 eV/A. As for the SMILES: c1ccncc1.c1ccncc1.CC(C)=O.CC(C)=O.CC(C)=O.CC(C)=O. As for the HOMO energy: -9.421 eV.

These are the natural (NBO) partial charges, in e, on atoms 1 to 4: number 1, O, carries -0.541; number 2, O, carries -0.536; number 3, O, carries -0.545; number 4, O, carries -0.539

Record 4
The following is a quantum chemistry calculation of the molecule C5H14N2 at a distorted geometry, from the Open Molecules 2025 dataset.

```
! wB97M-V def2-TZVPD RIJCOSX def2/J DEFGRID3
* xyz 0 1
N -0.9507 1.1413 1.6901
N -0.2776 2.5953 -0.9117
C 0.2760 -2.2774 0.0889
C 0.3885 -0.9086 0.7434
C 0.4166 1.3264 -0.5099
C -0.5007 0.4254 0.3645
C 0.5724 -2.2332 -1.3837
H 1.5326 -1.6533 -1.6266
H -0.2213 2.5879 -1.9185
H 1.4901 -0.6662 0.8574
H -1.1592 2.5621 -0.4742
H 0.0429 1.5678 1.9838
H -0.0061 -1.1649 1.8241
H 0.9978 -3.2008 -1.7896
H -1.4615 0.1493 -0.1124
H -0.8173 -2.4930 0.4029
H 1.0712 -2.8725 0.5691
H 0.6979 0.7385 -1.4196
H -1.4585 0.4339 2.3356
H 1.2544 1.6825 0.1331
H -0.2826 -1.8230 -2.0326
*
```

The gap between HOMO and LUMO comes out at 9.96 eV. The energy above the lowest of the compared OMol25 structures with the same formula, charge and spin is 56.09 kcal/mol. As for the largest force on an atom: 3.595 eV/A. As for the SMILES: CCC[C@@H](N)CN. As for the HOMO energy: -8.959 eV.

These are the natural (NBO) partial charges, in e, on atoms 1 to 4: number 1, N, carries -0.879; number 2, N, carries -0.853; number 3, C, carries -0.423; number 4, C, carries -0.401

Record 5
The following is a quantum chemistry calculation of an isolated ion of composition C5H13N2O and charge +2 at a distorted geometry, from the Open Molecules 2025 dataset.

```
! wB97M-V def2-TZVPD RIJCOSX def2/J DEFGRID3
* xyz 2 2
O -0.9915 -2.1883 0.1343
N -2.6126 -0.5015 -0.8760
N 0.7066 -0.9729 0.9608
C -0.5134 -1.0587 0.2956
C -1.3189 0.1115 -0.3465
C 2.7540 0.6243 0.9079
C 1.3099 0.3903 1.4246
C -0.5976 0.7079 -1.5291
H 1.3030 0.3681 2.5984
H 1.1458 -1.8245 1.2026
H -1.6071 0.8767 0.4520
H -3.4313 0.1728 -0.6818
H -2.4091 -0.6868 -1.9679
H 3.4782 0.6005 1.7538
H -2.8430 -1.4350 -0.4397
H -0.6707 1.8053 -1.8119
H -0.5841 0.0828 -2.4484
H 0.5837 1.1589 1.0300
H 2.9473 -0.2545 0.2815
H 2.9390 1.4719 0.2384
H 0.4118 0.5514 -1.1786
*
```

The gap between HOMO and LUMO (spin up / spin down) comes out at 12.40 / 7.37 eV. The energy above the lowest of the compared OMol25 structures with the same formula, charge and spin is 58.82 kcal/mol. As for the largest force on an atom: 4.468 eV/A. As for the HOMO energy (spin up / spin down): -20.742 / -20.520 eV.

These are the natural (NBO) partial charges, in e, on atoms 1 to 4: number 1, O, carries -0.346; number 2, N, carries -0.720; number 3, N, carries -0.167; number 4, C, carries 0.587

Record 6
The following is a quantum chemistry calculation of the molecule C4H6N2S2 at a distorted geometry, from the Open Molecules 2025 dataset.

```
! wB97M-V def2-TZVPD RIJCOSX def2/J DEFGRID3
* xyz 0 1
S -0.1288 3.3167 -0.6436
S 0.5659 -3.1670 0.7869
N -0.3755 0.7101 -1.1241
N 0.7341 -1.6287 1.5093
C -0.4200 -0.5355 -0.4015
C 0.4210 1.7991 -0.8991
C -1.6120 0.3783 -0.5131
C 0.2872 -0.5985 0.9143
H 1.4858 1.5672 -0.9534
H -0.3903 -1.4289 -1.0044
H -1.8883 0.9432 0.3843
H 1.2211 -3.7983 1.7330
H -2.4063 0.1342 -1.1735
H 0.4159 0.3580 1.4200
*
```

The gap between HOMO and LUMO comes out at 9.00 eV. The energy above the lowest of the compared OMol25 structures with the same formula, charge and spin is 62.43 kcal/mol. As for the largest force on an atom: 1.055 eV/A. As for the SMILES: S=CN1C[C@@H]1/C=N\S. As for the HOMO energy: -8.845 eV.

These are the natural (NBO) partial charges, in e, on atoms 1 to 4: number 1, S, carries -0.071; number 2, S, carries 0.161; number 3, N, carries -0.388; number 4, N, carries -0.520

E list, top to bottom, in eV: -113031.3501; -14537.2005; -34532.5086; -8390.1865; -10402.8211; -28893.5037